Entry 1:
This record from the OMol25 dataset describes an isolated ion of composition C11H23FNO and charge +1. The level of theory is ωB97M-V with the def2-TZVPD basis set.

Geometry as XYZ:
```
37
Properties=species:S:1:pos:R:3:forces:R:3:mulliken_charge:R:1
C -3.129 0.180 -0.032 -1.39 0.56 0.67 -0.59
H -2.021 1.336 -1.286 0.06 -0.26 0.31 0.36
H 1.375 -1.987 -1.627 -0.20 0.47 1.03 0.42
C 0.298 2.120 -0.123 0.89 -0.29 -0.06 -0.60
H 2.363 -1.962 1.698 -0.41 0.78 -0.48 0.36
H -0.351 -1.158 0.868 -0.03 0.03 -0.90 0.34
C 3.947 -0.448 1.551 -0.19 -0.42 -0.01 -1.14
H -1.676 -0.964 -1.864 0.63 0.61 0.69 0.50
O 2.146 -0.803 -0.094 -0.43 -0.97 0.12 -0.30
C 1.210 -1.778 -0.534 -0.30 -0.86 0.02 -1.07
H 0.721 -0.280 -2.723 -0.85 0.42 0.74 0.30
H 1.896 1.325 -1.454 -1.17 0.15 0.09 0.24
H -0.648 0.829 -2.979 0.52 -0.55 0.76 0.43
H 4.584 -1.323 1.858 -0.59 0.89 -0.42 0.32
F -4.428 -0.481 1.838 0.91 0.02 -0.50 -0.32
H -0.864 -2.391 -0.324 0.52 0.96 0.19 0.37
H -2.935 -1.669 1.165 0.17 0.95 0.40 0.24
C -0.294 -1.422 -0.217 0.05 -0.73 -0.25 -0.51
C 0.808 1.588 -1.526 0.21 0.36 -0.32 -0.57
H -0.719 0.882 1.378 -0.51 -0.09 -1.05 0.25
H -1.673 2.281 0.815 0.51 -0.98 -0.29 0.52
H -3.777 1.095 0.102 0.73 -0.85 0.05 0.43
N -1.803 0.669 -0.528 0.38 -0.34 -0.34 0.03
C -3.111 -0.578 1.341 -0.89 -0.42 -0.38 -0.04
H 1.124 1.928 0.619 -0.92 0.13 -0.67 0.15
H -2.461 -0.136 2.127 -0.25 -0.37 -0.77 0.21
H -3.643 -0.415 -0.835 0.81 0.40 0.78 0.33
H 1.419 -2.764 -0.022 -0.22 0.94 -0.41 0.44
H 0.221 3.241 -0.172 -0.32 -1.18 0.08 0.36
C -1.002 1.445 0.462 0.34 2.27 1.11 -0.62
H 1.797 -0.189 1.856 0.17 -0.91 -0.19 0.12
H 4.367 -0.008 0.615 -0.38 -0.36 0.73 0.28
C -0.964 -0.392 -1.206 0.97 -0.83 -1.01 0.06
C 0.007 0.384 -2.170 -0.22 0.79 -0.38 -1.00
H 4.018 0.312 2.365 -0.15 -0.59 -0.65 0.31
H 0.755 2.454 -2.245 0.04 -0.95 0.63 0.46
C 2.445 -0.919 1.305 1.47 1.23 0.66 -0.06
```
Positions in Å, forces in eV/Å.

Output
Kohn-Sham gap in eV: 10.1923
LUMO in eV: -2.914
Multiplicity: 1
Structure (SMILES): CCOCC[C@@H]1CCCC[N@@H+]1CCF
Charge: +1



Entry 2:
This record from the OMol25 dataset describes C11H23N3O3PtSTe as an isolated structure. The level of theory is ωB97M-V with the def2-TZVPD basis set.

Geometry as XYZ:
```
43
Properties=species:S:1:pos:R:3:forces:R:3:mulliken_charge:R:1
H -2.809 -1.842 2.482 -0.08 0.01 -0.02 0.30
H -5.619 -3.138 -0.914 0.00 0.02 0.00 0.37
C 3.059 4.836 -1.953 0.02 -0.02 0.00 -0.58
N 0.580 -1.105 3.462 -0.08 0.19 -0.32 -0.83
H -1.945 -3.531 1.043 0.02 -0.01 -0.02 0.39
C 1.934 2.862 -1.170 -0.08 0.00 0.01 0.59
C 2.529 -2.752 -1.406 0.03 0.06 0.05 -1.28
H 0.213 -0.566 4.238 0.00 0.02 -0.02 0.33
S 1.208 -2.107 -0.419 -0.09 -0.32 -0.43 1.09
H 2.553 6.663 -0.951 0.01 -0.02 0.02 0.41
O 0.501 -3.193 0.249 0.26 -0.03 -0.05 -0.65
H -4.611 -3.268 1.253 -0.09 -0.01 -0.04 0.38
C -2.587 -2.757 0.627 -0.06 0.09 -0.06 -0.53
Te -0.223 1.111 -0.299 -0.12 0.91 0.15 0.10
C 1.494 4.990 -0.135 -0.02 0.04 0.02 -0.76
C 1.270 3.621 -0.211 -0.08 0.00 -0.10 0.63
H -3.874 -4.425 0.141 -0.02 -0.01 -0.05 0.41
H 1.562 -0.868 3.339 0.01 -0.03 0.08 0.29
H -3.100 -0.811 1.236 -0.02 0.00 0.05 0.25
C 1.674 1.383 -1.233 0.15 -0.20 0.07 -0.84
H -4.169 -2.894 -1.660 -0.01 0.03 0.00 0.36
H -0.587 3.529 0.909 -0.03 -0.05 -0.03 0.51
H 2.447 -3.835 -1.443 -0.05 0.03 0.00 0.41
H 2.377 0.788 -0.652 0.03 0.02 -0.02 0.44
H 3.463 -2.454 -0.935 0.02 -0.06 -0.03 0.36
O 0.299 -1.343 -1.308 0.14 -0.33 0.18 -0.63
H 3.759 5.309 -2.628 -0.03 -0.01 -0.02 0.41
C -3.966 -3.369 0.381 0.12 0.05 0.17 -0.69
H 1.621 0.988 -2.245 -0.08 -0.02 0.00 0.61
H 2.444 -2.319 -2.399 0.03 -0.03 0.00 0.35
C 2.389 5.595 -1.003 -0.01 0.00 0.02 -0.58
H 3.332 2.887 -2.801 0.00 0.00 0.03 0.44
H 0.754 2.664 1.666 -0.01 -0.06 0.01 0.40
H -2.113 -2.473 -0.317 0.05 -0.05 0.01 0.42
C 2.825 3.473 -2.044 0.04 0.01 -0.05 -0.78
N -2.533 -1.596 1.538 0.21 0.02 -0.03 -0.63
N -4.687 -2.733 -0.791 0.03 -0.07 0.00 -0.30
C 0.300 2.928 0.711 -0.08 0.07 0.18 -1.02
H -4.803 -1.723 -0.685 -0.03 -0.02 0.01 0.33
H 0.533 -2.091 3.704 0.07 0.01 0.07 0.33
Pt -0.296 -0.852 1.465 0.07 0.09 -0.05 1.55
O 1.842 -1.168 0.560 -0.26 -0.31 0.21 -0.80
H 0.962 5.586 0.597 0.02 -0.01 -0.02 0.43
```
Positions in Å, forces in eV/Å.

Output
Kohn-Sham gap (spin up / spin down) in eV: 7.3354 / 5.7303
⟨S²⟩: 2.01
LUMO (spin up / spin down) in eV: -6.236 / -7.829
Energy relative to the best compared isomer or geometry (same formula, charge and spin) in kJ/mol: 78.0
Multiplicity: 3
Charge: +2